(1)
Computed, not measured: a cluster of 2 separate species, C6H14N3 in total in a non-equilibrium geometry, with ωB97M-V/def2-TZVPD.

Last columns: bonded neighbours and bond lengths (Å).
CARTESIAN COORDINATES (ANGSTROEM)
1 C 2.4963 -0.2257 -0.1036  C5 1.489, N7 1.297
2 C -2.8018 -0.0319 0.1268  C3 1.537, N8 1.463, H10 1.092, H11 1.094
3 C -2.4949 -1.5242 0.3313  C2 1.537, N9 1.456, H12 1.092, H13 1.093
4 C -0.5759 -0.3881 -0.2156  N8 1.302, N9 1.316, H14 1.137
5 C 3.1363 0.8462 0.7074  C1 1.489, H15 1.089, H16 1.093, H17 1.088
6 C -1.3439 1.9312 -0.4800  N8 1.431, H18 1.092, H19 1.093, H20 1.086
7 N 3.3310 -1.0368 -0.6755  C1 1.297, H21 1.024, H22 1.011
8 N -1.4973 0.5322 -0.2199  C2 1.463, C4 1.302, C6 1.431
9 N -1.0611 -1.5747 0.0823  C3 1.456, C4 1.316, H23 1.004
10 H -3.5159 0.1463 -0.6797  C2 1.092
11 H -3.1778 0.4522 1.0329  C2 1.094
12 H -2.7174 -1.8677 1.3440  C3 1.092
13 H -3.0282 -2.1668 -0.3735  C3 1.093
14 H 0.5449 -0.2280 -0.3199  C4 1.137
15 H 2.9550 1.7941 0.2025  C5 1.089
16 H 4.2137 0.7236 0.8448  C5 1.093
17 H 2.6470 0.9078 1.6768  C5 1.088
18 H -1.9560 2.2207 -1.3365  C6 1.092
19 H -1.6760 2.5109 0.3853  C6 1.093
20 H -0.3027 2.1578 -0.6869  C6 1.086
21 H 4.3477 -0.9847 -0.5667  N7 1.024
22 H 2.9984 -1.7808 -1.2747  N7 1.011
23 H -0.5214 -2.4136 0.1983  N9 1.004

Properties
- LUMO (alpha / beta) (eV) = -2.8 / -4.4
- multiplicity = 3
- charge = +1
- expectation value of S² = 2.005
- HOMO level (alpha / beta) (eV) = -8.8 / -13.8
- relative energy (zero: lowest compared OMol25 entry of this formula, charge and spin) (kcal/mol) = 1.07
- E (eV) = -10908.878

(2)
Computed, not measured: a cluster of 2 separate species, C6H14N3O in total in a non-equilibrium geometry, with ωB97M-V/def2-TZVPD.

Last columns: bonded neighbours and bond lengths (Å).
CARTESIAN COORDINATES (ANGSTROEM)
1 C 2.7044 -1.4784 -0.1627  N7 1.248, O10 1.194
2 C -2.2715 -0.4483 -0.0778  C3 1.451, C4 1.485, N9 1.297
3 C -3.6356 -0.4796 0.4165  C2 1.451, H11 1.124, H12 1.181, H13 1.009
4 C -1.3118 -1.4636 0.4244  C2 1.485, H14 1.108, H15 1.052, H16 1.015
5 C 2.9850 1.7429 0.4075  C6 1.555, H17 1.051, H18 1.071, H19 1.081
6 C 1.5267 1.2055 0.3490  C5 1.555, N8 1.471, H20 1.060, H21 1.144
7 N 1.5886 -1.0023 -0.4541  C1 1.248, N8 1.414
8 N 1.3660 0.3426 -0.8313  C6 1.471, N7 1.414, H22 0.975
9 N -1.8414 0.2167 -1.1044  C2 1.297, H23 0.991, H24 1.023
10 O 3.5334 -2.3087 0.0579  C1 1.194
11 H -4.3095 -0.8313 -0.4120  C3 1.124
12 H -4.0017 0.6406 0.3483  C3 1.181
13 H -3.7539 -0.9410 1.3054  C3 1.009
14 H -0.7360 -1.8098 -0.4562  C4 1.108
15 H -1.8576 -2.1498 1.0060  C4 1.052
16 H -0.6357 -1.0366 1.0502  C4 1.015
17 H 3.0334 2.3623 1.2554  C5 1.051
18 H 3.6762 0.9461 0.5923  C5 1.071
19 H 3.0810 2.2137 -0.5606  C5 1.081
20 H 1.2261 0.5514 1.1271  C6 1.060
21 H 0.7634 2.0458 0.2105  C6 1.144
22 H 1.9207 0.4615 -1.6241  N8 0.975
23 H -2.2149 1.0025 -1.5785  N9 0.991
24 H -0.8352 0.2179 -1.2887  N9 1.023

Properties
- LUMO (eV) = -4.3
- multiplicity = 1
- charge = +1
- HOMO level (eV) = -13.0
- relative energy (zero: lowest compared OMol25 entry of this formula, charge and spin) (kcal/mol) = 43.15
- E (eV) = -12957.852

(3)
Computed, not measured: a cluster of 2 separate species, C6H14N3O in total in a non-equilibrium geometry, with ωB97M-V/def2-TZVPD.

Last columns: bonded neighbours and bond lengths (Å).
CARTESIAN COORDINATES (ANGSTROEM)
1 C -0.3855 1.5799 -0.5750  C4 1.510, N8 1.358, O10 1.228
2 C 2.9891 -0.3202 0.4451  C3 1.347, H11 1.092, H12 1.051
3 C 2.6405 -0.0702 1.7215  C2 1.347, H13 1.074, H14 1.123
4 C -0.5975 0.1990 -1.1468  C1 1.510, N7 1.260, N9 1.472
5 C -0.7776 -1.2317 0.9150  N9 1.537, H15 1.081, H16 1.055, H17 1.088
6 C -2.9123 -0.4786 -0.2243  N9 1.496, H18 1.133, H19 1.099, H20 1.095
7 N -0.4934 -0.2377 -2.3243  C4 1.260, H21 0.999
8 N 0.8553 2.1303 -0.6116  C1 1.358, H22 1.027, H23 1.054
9 N -1.4441 -0.7243 -0.3736  C4 1.472, C5 1.537, C6 1.496, H24 1.066
10 O -1.3682 2.1606 -0.1221  C1 1.228
11 H 2.3307 -0.8548 -0.2422  C2 1.092
12 H 3.9989 -0.1625 0.1998  C2 1.051
13 H 1.6742 -0.4210 2.0308  C3 1.074
14 H 3.3623 0.4397 2.4143  C3 1.123
15 H 0.2520 -1.5537 0.8533  C5 1.081
16 H -0.7696 -0.4040 1.5685  C5 1.055
17 H -1.1847 -2.2032 1.1888  C5 1.088
18 H -3.0490 0.5434 0.2442  C6 1.133
19 H -3.2355 -0.4298 -1.2735  C6 1.099
20 H -3.1705 -1.2822 0.4728  C6 1.095
21 H 0.1113 0.2490 -2.9527  N7 0.999
22 H 1.6183 1.4990 -0.8830  N8 1.027
23 H 0.8819 3.1405 -0.3105  N8 1.054
24 H -1.3269 -1.5673 -1.0147  N9 1.066

Properties
- LUMO (alpha / beta) (eV) = -2.6 / -8.1
- multiplicity = 3
- charge = +1
- expectation value of S² = 2.015
- HOMO level (alpha / beta) (eV) = -10.3 / -13.5
- relative energy (zero: lowest compared OMol25 entry of this formula, charge and spin) (kcal/mol) = 28.08
- E (eV) = -12953.986

charge of number 3 (C6H14N3O)?
+1

What is the E in the first record?
-10908.878 eV

Among the records above, which one has the lowest multiplicity?
number 2